# 1
C48H46F8O4S | ωB97M-V with the def2-TZVPD basis set

Geometry as XYZ:
```
107
Properties=species:S:1:pos:R:3:forces:R:3
C -1.330 0.272 5.507 -0.288 -1.058 -0.040
C -2.637 -0.483 4.852 0.871 0.802 -0.200
C -2.187 -2.007 4.601 -0.291 0.521 2.642
C -2.361 -2.773 6.040 1.164 -0.526 -0.774
O -2.996 -2.737 3.618 1.033 -1.647 -0.330
S -1.894 -3.741 2.790 2.205 -1.777 2.047
O -1.123 -4.615 3.763 -2.429 2.300 -2.109
O -2.766 -4.882 1.842 0.590 1.120 0.090
C -2.014 -4.885 0.567 -0.245 -0.157 0.876
C -1.821 -6.350 -0.044 2.780 -0.796 -3.579
O -1.058 -6.460 -1.041 -3.907 0.245 4.877
F -2.429 -7.518 0.510 1.187 3.213 -0.960
H -1.687 0.836 6.435 0.810 -0.536 -1.415
H -0.590 -0.561 5.829 -1.115 1.609 -0.313
H -0.787 0.935 4.737 -1.014 -0.954 1.392
H -3.495 -0.374 5.620 1.246 -0.572 -1.507
H -2.909 0.103 3.906 0.221 -1.124 1.202
H -1.085 -2.039 4.297 -1.636 0.187 0.280
H -2.782 -2.077 6.850 0.629 -1.174 -1.284
H -1.299 -3.142 6.317 -1.830 0.584 -0.062
H -2.994 -3.725 5.886 0.866 1.728 0.339
H -2.570 -4.152 -0.122 1.081 -1.482 0.507
H -0.948 -4.498 0.813 -1.600 -0.747 -0.994
F 0.704 -0.931 3.669 -0.011 0.068 0.139
C 1.426 -1.091 2.548 0.514 -0.084 -0.855
C 1.538 -0.040 1.652 -0.097 0.163 0.063
C 2.289 -0.209 0.492 0.015 -0.338 0.164
C 2.909 -1.431 0.238 0.004 0.048 -0.068
C 2.783 -2.481 1.144 -0.094 0.308 -0.070
C 2.043 -2.306 2.308 -0.073 -0.237 0.195
H 1.041 0.900 1.862 0.019 -0.065 0.024
H 2.390 0.609 -0.213 -0.047 -0.079 0.087
H 3.490 -1.564 -0.669 -0.078 0.016 0.099
H 3.261 -3.434 0.943 -0.052 0.101 0.066
H 1.941 -3.110 3.029 -0.037 0.050 -0.010
F -3.829 0.739 1.520 0.133 0.162 0.074
C -4.594 -0.227 0.985 -0.598 -0.721 -0.451
C -5.499 0.097 -0.014 0.039 0.225 -0.016
C -6.289 -0.904 -0.572 0.183 -0.193 0.243
C -6.171 -2.216 -0.117 -0.048 -0.009 -0.065
C -5.262 -2.528 0.891 -0.092 0.279 -0.199
C -4.465 -1.530 1.442 0.254 0.208 0.044
H -5.583 1.124 -0.350 0.031 -0.050 0.032
H -6.995 -0.663 -1.360 0.081 0.012 0.097
H -6.791 -2.995 -0.549 0.065 0.091 0.052
H -5.175 -3.550 1.248 0.034 0.108 0.013
H -3.744 -1.758 2.223 -0.457 0.292 -0.413
F -0.706 -1.355 -1.226 -0.087 -0.027 0.160
C -0.102 -1.338 -2.425 0.388 0.000 -0.728
C 0.377 -2.523 -2.964 -0.046 -0.136 0.144
C 0.999 -2.506 -4.208 -0.087 0.357 0.085
C 1.145 -1.303 -4.896 0.053 -0.017 -0.068
C 0.664 -0.119 -4.344 -0.004 -0.327 0.108
C 0.033 -0.136 -3.104 -0.072 0.136 0.136
H 0.263 -3.448 -2.410 -0.023 0.056 -0.009
H 1.370 -3.429 -4.642 -0.048 0.084 0.081
H 1.633 -1.291 -5.864 -0.084 -0.002 0.173
H 0.782 0.818 -4.879 -0.033 -0.085 0.076
H -0.355 0.775 -2.663 0.011 -0.074 0.023
F 2.404 -1.384 -7.928 0.094 -0.195 0.086
C 2.273 -0.413 -8.847 -0.103 0.727 -0.696
C 1.073 0.276 -8.944 -0.114 -0.074 0.165
C 0.940 1.285 -9.892 0.346 -0.112 -0.067
C 2.004 1.587 -10.740 -0.040 0.024 -0.004
C 3.202 0.886 -10.636 -0.293 0.014 0.145
C 3.339 -0.116 -9.681 0.153 -0.149 0.066
H 0.254 0.021 -8.282 0.065 -0.013 -0.014
H 0.008 1.836 -9.972 0.086 -0.095 0.032
H 1.897 2.372 -11.482 0.018 -0.097 0.089
H 4.028 1.119 -11.299 -0.069 -0.045 0.111
H 4.268 -0.666 -9.580 -0.061 0.003 0.009
F -0.919 3.025 8.201 -0.136 -0.067 0.057
C 0.210 3.599 7.755 0.740 0.385 -0.325
C 0.191 4.305 6.561 -0.197 0.011 -0.055
C 1.360 4.905 6.103 0.115 -0.185 0.336
C 2.537 4.783 6.838 0.036 0.034 -0.048
C 2.546 4.068 8.032 -0.214 0.082 -0.219
C 1.375 3.477 8.497 -0.064 -0.115 0.141
H -0.732 4.382 5.999 0.064 -0.038 0.090
H 1.354 5.466 5.174 -0.039 -0.077 0.093
H 3.450 5.248 6.477 -0.102 -0.059 0.050
H 3.465 3.971 8.601 -0.126 0.002 -0.034
H 1.362 2.925 9.429 -0.035 0.010 -0.067
F -2.651 3.769 4.992 0.093 -0.160 0.027
C -3.577 4.640 4.560 -0.644 0.586 -0.298
C -4.580 5.052 5.424 0.035 -0.083 0.174
C -5.536 5.959 4.979 0.206 -0.047 -0.303
C -5.485 6.435 3.671 -0.042 0.022 0.020
C -4.476 6.011 2.810 -0.083 -0.046 0.309
C -3.513 5.113 3.259 0.155 -0.087 -0.067
H -4.608 4.664 6.436 0.048 0.006 -0.066
H -6.321 6.293 5.649 0.099 -0.071 -0.051
H -6.234 7.139 3.323 0.092 -0.086 0.037
H -4.440 6.380 1.790 0.033 -0.054 0.116
H -2.715 4.779 2.605 -0.046 -0.029 0.060
F 6.464 1.286 -7.567 -0.065 0.128 -0.049
C 7.000 0.109 -7.210 0.329 -0.710 0.216
C 6.166 -0.961 -6.925 -0.199 0.054 -0.040
C 6.721 -2.183 -6.559 0.301 0.197 -0.042
C 8.105 -2.318 -6.472 -0.014 -0.051 0.013
C 8.933 -1.236 -6.756 -0.322 -0.056 -0.003
C 8.379 -0.016 -7.132 0.072 0.152 -0.038
H 5.091 -0.835 -6.990 0.053 0.024 -0.001
H 6.077 -3.029 -6.341 0.036 0.123 -0.021
H 8.538 -3.271 -6.182 -0.047 0.117 -0.035
H 10.011 -1.341 -6.684 -0.120 0.042 -0.031
H 9.008 0.834 -7.365 -0.074 -0.022 0.022
```
Positions in Å, forces in eV/Å.

Values from the calculation:
- HOMO: -9.18 eV
- Kohn-Sham gap: 9.594 eV
- Multiplicity: 1

***

# 2
C9H14N4O4 | ωB97M-V with the def2-TZVPD basis set

Geometry as XYZ:
```
31
Properties=species:S:1:pos:R:3:forces:R:3
C 1.165 1.402 -2.803 0.021 -0.374 0.274
C 1.551 -0.032 -2.474 -0.025 -0.046 -0.629
C 2.937 -0.395 -2.995 -0.345 -0.052 0.282
H 3.684 0.262 -2.556 0.088 0.081 0.013
H 2.962 -0.292 -4.076 0.028 0.007 -0.127
H 3.175 -1.424 -2.736 0.051 -0.080 -0.022
H 0.810 -0.733 -2.878 0.153 0.170 0.101
O 1.536 -0.158 -1.038 0.140 0.434 -0.044
C 1.165 -1.321 -0.516 -0.021 -0.115 0.531
O 0.819 -2.282 -1.152 -0.054 -0.149 -0.117
C 1.212 -1.272 1.000 -0.257 -0.115 -0.065
H 2.123 -1.774 1.329 0.073 0.030 -0.004
H 1.242 -0.234 1.328 0.064 -0.045 0.034
C -0.008 -1.992 1.591 0.337 0.057 0.038
N -1.243 -1.372 1.186 -0.213 -0.237 -0.530
C -1.655 -0.191 1.687 0.206 0.442 0.788
N -1.104 0.337 2.734 0.023 -0.757 -0.694
N -1.635 1.489 3.216 -0.026 0.304 0.235
C -2.694 2.176 2.713 0.161 -0.106 0.042
O -3.127 3.195 3.191 -0.207 0.325 0.086
N -3.238 1.590 1.570 -0.070 0.037 0.004
C -2.800 0.436 0.975 -0.167 0.138 -0.200
O -3.287 -0.011 -0.040 0.092 -0.057 0.111
H -4.021 2.078 1.148 0.149 -0.088 0.078
H -1.177 1.849 4.042 -0.228 0.013 -0.241
H -1.623 -1.604 0.277 -0.015 0.035 0.110
H 0.042 -1.956 2.681 0.061 -0.137 -0.076
H -0.022 -3.027 1.248 -0.012 0.083 0.118
H 1.888 2.089 -2.372 0.079 0.120 0.014
H 1.142 1.538 -3.880 0.006 0.029 -0.115
H 0.182 1.631 -2.399 -0.091 0.054 0.004
```
Positions in Å, forces in eV/Å.

Values from the calculation:
- HOMO: -8.59 eV
- Relative energy (zero: lowest compared OMol25 entry of this formula, charge and spin): 0.0 kcal/mol
- Kohn-Sham gap: 9.075 eV
- Multiplicity: 1

***

# 3
C6H16N2 | ωB97M-V with the def2-TZVPD basis set

Geometry as XYZ:
```
24
Properties=species:S:1:pos:R:3:forces:R:3
N -3.681 0.919 0.379 0.293 -0.724 1.154
C -2.618 -0.005 0.761 -0.365 0.126 -1.157
C -1.713 -0.404 -0.405 0.793 0.130 -1.229
N -0.412 -0.894 0.005 -0.358 -0.045 0.772
C 2.921 0.735 0.859 -0.319 -0.389 0.553
C 1.840 -0.370 0.832 0.736 0.432 -0.461
C 0.778 -0.088 -0.205 -0.947 -0.006 -1.203
C 1.358 -0.313 -1.617 0.249 -0.792 0.001
H -3.473 1.886 0.545 -0.176 0.050 -0.629
H -4.192 0.631 -0.433 -0.068 0.543 -0.264
H -3.061 -0.903 1.173 -0.038 -0.272 0.332
H -1.980 0.437 1.506 0.104 0.248 0.398
H -1.579 0.437 -1.107 0.067 0.348 0.554
H -2.152 -1.108 -1.125 -0.452 -0.334 0.549
H -0.294 -1.890 -0.070 0.199 0.025 -0.182
H 3.903 0.331 1.078 0.252 -0.107 -0.370
H 2.923 1.347 -0.036 0.202 -0.098 -0.219
H 2.741 1.395 1.686 -0.308 0.545 0.392
H 2.327 -1.292 0.499 -0.112 -0.216 0.342
H 1.406 -0.513 1.820 -0.045 -0.085 -0.061
H 0.413 0.947 -0.224 0.255 0.045 0.647
H 1.317 -1.386 -1.838 0.035 -0.035 0.115
H 0.811 0.158 -2.436 0.027 0.288 0.218
H 2.417 -0.059 -1.648 -0.027 0.324 -0.253
```
Positions in Å, forces in eV/Å.

Values from the calculation:
- HOMO: -8.09 eV
- Relative energy (zero: lowest compared OMol25 entry of this formula, charge and spin): 24.4 kcal/mol
- Kohn-Sham gap: 9.222 eV
- Multiplicity: 1

***

# 4
C4H7N3 | ωB97M-V with the def2-TZVPD basis set

Geometry as XYZ:
```
14
Properties=species:S:1:pos:R:3:forces:R:3
C -1.115 0.720 -0.311 -0.177 0.025 0.170
C -1.156 -0.490 0.607 -0.151 0.040 -0.094
N 0.185 -0.620 1.168 0.153 -0.021 -0.061
C 1.195 -0.319 0.300 0.352 -0.184 0.087
N 2.411 -0.663 0.420 -0.282 0.113 -0.031
C 0.704 0.488 -0.869 0.296 0.048 -0.243
N 1.069 0.925 -1.952 -0.216 -0.180 0.496
H -0.263 0.956 -1.482 -0.071 0.060 -0.223
H -1.126 1.666 0.234 -0.025 -0.130 -0.080
H -1.907 0.696 -1.070 0.042 0.028 0.105
H -1.452 -1.387 0.043 0.041 0.108 0.064
H -1.878 -0.350 1.418 0.122 -0.022 -0.108
H 0.379 -1.343 1.847 -0.038 0.140 -0.137
H 2.955 -0.279 -0.353 -0.046 -0.025 0.055
```
Positions in Å, forces in eV/Å.

Values from the calculation:
- HOMO: -8.53 eV
- Relative energy (zero: lowest compared OMol25 entry of this formula, charge and spin): 101.6 kcal/mol
- Kohn-Sham gap: 9.253 eV
- Multiplicity: 1

***

Respective LUMO level values: 0.42; 0.48; 1.13; 0.73 eV.